Computed, not measured: a 12-piece molecular cluster, C36H60F4O36 overall in a non-equilibrium geometry, with ωB97M-V/def2-TZVPD.

The geometry in XYZ format:
```
136
Properties=species:S:1:pos:R:3
F -1.4151 8.0672 -0.6271
F -7.4495 2.6405 -9.4225
F 0.0969 3.3975 0.4959
F 0.6626 6.3902 -5.6722
O 4.4065 -4.9731 -1.6275
O 0.7548 -8.8508 9.6051
O -0.2913 7.3752 -8.4227
O 4.6452 -4.6593 6.0999
O 6.5750 -4.2197 -1.7784
O -2.3240 -6.7204 -1.0802
O -1.1760 6.1304 -6.9378
O -6.3052 2.1883 -6.6224
O 9.8755 4.9649 3.3589
O -3.3014 -8.8025 -1.0252
O -6.5554 1.0959 5.7436
O 0.6650 9.8613 0.6184
O 8.0711 3.9427 2.8996
O -9.2086 -2.6151 -2.4782
O -7.9030 2.7143 4.8528
O -6.5944 3.0441 6.7983
O 6.0498 -5.7914 7.4429
O 6.2257 5.2362 -5.3792
O -6.0144 1.2109 -8.5945
O 5.4520 3.1293 -5.0095
O 6.7291 -4.5223 5.5981
O -0.5504 -7.4321 8.6988
O 8.1942 6.0936 2.2857
O -3.7950 -7.2741 -2.7028
O 6.5250 3.7286 -6.9632
O 0.7040 -8.8583 7.3502
O -9.5565 -3.6339 -0.4756
O -11.2480 -3.2381 -2.0752
O -2.0147 0.9622 -0.1164
O 5.0457 -3.4246 -3.2488
O -0.9921 8.6197 1.3848
O 0.9973 8.6001 2.4686
O -1.4262 -0.4784 1.6181
O -2.4782 7.5006 -7.9891
O -0.0840 1.2240 0.9152
O -4.2930 1.3253 -7.1425
C -1.6536 -6.8937 0.2254
C 0.2375 5.8623 -6.8242
C -3.2786 -6.2065 -3.5034
C -1.3683 7.0036 -7.7602
C 5.7857 5.8431 -4.1585
C 7.0174 -5.0149 -0.7488
C 6.9089 2.4494 -7.3584
C -6.8366 4.4265 6.9483
C -3.1506 -7.6858 -1.4999
C 0.2585 9.0788 1.5735
C 5.2640 -4.3028 -2.1737
C -12.2705 -3.7212 -1.2355
C 6.0005 3.9715 -5.6599
C -5.4423 1.5792 -7.4498
C -1.4093 2.1028 -0.7179
C -0.3966 10.1098 -0.2781
C 10.8232 5.9523 3.4185
C -7.0592 2.3364 5.6370
C 8.6639 5.1073 2.8366
C 3.7268 -3.3064 -3.7646
C -9.9982 -3.2228 -1.5319
C 0.3368 -8.3969 8.4762
C 5.8575 -4.9321 6.2671
C -7.9033 -2.1127 -2.1592
C 4.1802 -3.8287 5.0554
C -7.3769 1.6271 -8.6493
C -0.0267 2.1690 -0.1042
C 6.8125 3.7347 2.2683
C -1.4560 9.0882 0.1704
C -1.2270 0.4441 0.8459
C 7.3324 -6.3112 7.6859
C -6.9965 0.1054 4.8802
C -0.8634 -6.5551 7.6513
C -7.5923 1.8863 -7.1871
C 1.8787 -9.7742 9.6776
C 0.8083 6.4814 -8.1025
H -13.2469 -3.8741 -1.6953
H 6.3472 -5.7271 -0.2676
H 1.7731 6.9843 -8.0355
H 4.8826 -3.0492 4.7602
H -2.3350 -6.4657 -3.9836
H -6.1048 4.9719 6.3525
H -0.8085 11.0990 -0.0780
H -1.3329 -5.8942 0.5191
H 7.7017 -5.6421 -1.3201
H 5.9951 1.8687 -7.4839
H -3.8931 -5.9448 -4.3649
H -1.3384 2.0691 -1.8051
H -0.0914 10.0108 -1.3198
H 11.7068 5.6198 3.9631
H 6.0162 3.8717 3.0000
H -7.2600 -1.9399 -3.0219
H -2.4397 9.5411 0.2940
H 2.0019 -9.9108 10.7519
H -8.2999 2.7004 -7.0301
H -6.9746 0.4359 3.8418
H -2.0442 2.9433 -0.4374
H 6.6066 5.9796 -3.4545
H -7.4019 -2.6996 -1.3896
H 11.0801 6.3137 2.4228
H 6.5584 4.3841 1.4306
H 1.5926 -10.6703 9.1268
H -7.9660 1.0177 -6.6448
H 7.7679 -5.6758 8.4570
H 7.5684 1.9492 -6.6491
H -8.0580 0.8106 -8.8893
H 10.4075 6.8113 3.9452
H 3.0381 -2.7692 -3.1124
H 7.9842 -6.3666 6.8140
H 3.3530 -4.3174 -3.9266
H 7.2679 -7.2411 8.2508
H -6.3335 -0.7539 4.7797
H 6.8628 2.7159 1.8841
H 0.3955 4.7838 -6.8239
H 0.7883 1.9929 -0.8062
H -1.3791 -5.7376 8.1551
H 2.6771 -9.1764 9.2379
H 4.9679 5.3142 -3.6690
H -12.3317 -2.9888 -0.4306
H -0.0583 -6.2926 6.9650
H -12.0042 -4.6178 -0.6757
H 7.6038 -4.4875 0.0036
H -1.6615 -7.0703 7.1168
H -2.4179 -7.2468 0.9177
H -0.8991 -7.6771 0.1536
H 7.5364 2.4486 -8.2497
H 3.2922 -3.3058 5.4106
H -8.0493 -1.1296 -1.7116
H -7.9470 -0.3632 5.1355
H -3.0511 -5.3201 -2.9112
H -7.8976 4.5750 6.7474
H 5.4911 6.8666 -4.3905
H -6.7523 4.7077 7.9981
H 3.9008 -2.7939 -4.7107
H 0.9368 5.8273 -8.9649
H 3.9898 -4.5079 4.2245
```

Properties
M	1144.8	g/mol
HOMO-LUMO gap	10.165	eV
SMILES	O=C1OC[C@@H](F)O1.O=C1OC[C@@H](F)O1.O=C1OC[C@@H](F)O1.O=C1OC[C@@H](F)O1.COC(=O)OC.COC(=O)OC.COC(=O)OC.COC(=O)OC.COC(=O)OC.COC(=O)OC.COC(=O)OC.COC(=O)OC
lowest unoccupied orbital energy	-0.2	eV
charge	0
electronic energy	-4515.70845	hartree
E_HOMO	-10.3334	eV

Löwdin atomic charge list, values in e, 99 entries: atom 1 (F): 0.13, atom 2 (F): 0.16, atom 3 (F): 0.05, atom 4 (F): 0.10, atom 5 (O): 0.11, atom 6 (O): 0.00, atom 7 (O): 0.09, atom 8 (O): 0.04, atom 9 (O): -0.01, atom 10 (O): -0.04, atom 11 (O): 0.21, atom 12 (O): 0.09, atom 13 (O): 0.00, atom 14 (O): 0.12, atom 15 (O): 0.00, atom 16 (O): 0.11, atom 17 (O): 0.01, atom 18 (O): -0.03, atom 19 (O): 0.13, atom 20 (O): -0.06, atom 21 (O): -0.05, atom 22 (O): 0.01, atom 23 (O): 0.15, atom 24 (O): 0.14, atom 25 (O): 0.15, atom 26 (O): 0.00, atom 27 (O): 0.11, atom 28 (O): -0.04, atom 29 (O): -0.05, atom 30 (O): 0.05, atom 31 (O): 0.12, atom 32 (O): -0.01, atom 33 (O): 0.08, atom 34 (O): -0.04, atom 35 (O): 0.15, atom 36 (O): 0.10, atom 37 (O): 0.15, atom 38 (O): 0.11, atom 39 (O): 0.12, atom 40 (O): 0.14, atom 41 (C): 0.01, atom 42 (C): -0.26, atom 43 (C): -0.08, atom 44 (C): -0.69, atom 45 (C): -0.02, atom 46 (C): -0.09, atom 47 (C): -0.09, atom 48 (C): -0.07, atom 49 (C): -0.52, atom 50 (C): -0.53, atom 51 (C): -0.48, atom 52 (C): -0.06, atom 53 (C): -0.55, atom 54 (C): -0.56, atom 55 (C): -0.05, atom 56 (C): -0.04, atom 57 (C): -0.07, atom 58 (C): -0.49, atom 59 (C): -0.60, atom 60 (C): -0.06, atom 61 (C): -0.53, atom 62 (C): -0.60, atom 63 (C): -0.60, atom 64 (C): -0.04, atom 65 (C): -0.01, atom 66 (C): -0.37, atom 67 (C): -0.31, atom 68 (C): -0.03, atom 69 (C): -0.38, atom 70 (C): -0.48, atom 71 (C): -0.10, atom 72 (C): -0.08, atom 73 (C): -0.05, atom 74 (C): -0.06, atom 75 (C): 0.01, atom 76 (C): -0.01, atom 77 (H): 0.10, atom 78 (H): 0.10, atom 79 (H): 0.14, atom 80 (H): 0.10, atom 81 (H): 0.09, atom 82 (H): 0.10, atom 83 (H): 0.14, atom 84 (H): 0.10, atom 85 (H): 0.10, atom 86 (H): 0.09, atom 87 (H): 0.09, atom 88 (H): 0.14, atom 89 (H): 0.15, atom 90 (H): 0.10, atom 91 (H): 0.10, atom 92 (H): 0.09, atom 93 (H): 0.17, atom 94 (H): 0.10, atom 95 (H): 0.15, atom 96 (H): 0.10, atom 97 (H): 0.14, atom 98 (H): 0.10, atom 99 (H): 0.09

Computed, not measured: C19H19AsN5ReS5Se2 as an isolated structure in a non-equilibrium geometry, with ωB97M-V/def2-TZVPD.

The geometry in XYZ format:
```
52
Properties=species:S:1:pos:R:3
Re -0.8104 0.4814 0.6349
Se -1.9934 0.4006 3.0597
Se -0.2997 1.5495 4.1932
As -2.6848 -1.0053 -2.3605
S -0.1244 1.3895 -1.3206
S -4.4339 -1.2670 -3.3092
S 1.8988 1.9753 -1.4206
S -2.8923 0.3950 -0.6936
S -0.8740 -1.8801 -2.7621
N -0.6263 -1.2162 0.6171
N -1.9224 2.3170 1.2662
N 1.6870 0.2058 -3.5000
N 3.4393 1.5054 -3.5591
N 1.0470 0.6631 1.8513
C -0.8747 -2.5633 0.7239
C 2.1353 0.1425 1.2380
C -3.1780 4.3083 0.9916
C 3.3661 0.0321 1.8401
C 2.3387 1.1753 -2.9014
C -2.1702 3.4483 0.5894
C -2.6676 2.0236 2.3205
C 3.5056 0.4467 3.1572
C -1.3807 -5.2683 0.8577
C -3.7138 2.7879 2.7716
C -3.9690 3.9700 2.0806
C 2.3135 -0.1489 -4.7847
C 0.0942 -3.4672 0.2725
C -2.3472 -4.3669 1.2912
C -0.1638 -4.8207 0.3540
C -2.0994 -3.0099 1.2341
C 3.6289 0.6593 -4.7506
C 2.3855 0.9014 3.8231
C 1.1804 0.9891 3.1384
H 4.5035 0.0241 -4.6227
H 4.1946 -0.3853 1.2864
H -3.3526 5.2192 0.4375
H 2.4263 1.1568 4.8733
H 4.4564 0.3761 3.6683
H 1.9847 -0.2006 0.2260
H 1.0204 -3.0917 -0.1389
H 4.0448 2.2652 -3.2971
H 2.4882 -1.2203 -4.8347
H 1.6623 0.1428 -5.6065
H -1.5595 3.6381 -0.2808
H 0.7945 -0.1687 -3.1799
H 3.7627 1.2758 -5.6354
H -1.5802 -6.3303 0.9074
H -4.7798 4.6150 2.3918
H 0.5753 -5.5327 0.0133
H -2.8430 -2.2903 1.5513
H -4.2993 2.4806 3.6265
H -3.2936 -4.7267 1.6707
```

Properties
M	896.8	g/mol
HOMO-LUMO gap	6.795	eV
lowest unoccupied orbital energy	-6.7	eV
charge	+2
electronic energy	-10116.64770	hartree
E_HOMO	-13.5223	eV

For reference, the natural (NBO) charges in units of e are: atom 1 (Re): 0.77, atom 2 (Se): 0.43, atom 3 (Se): 0.31, atom 4 (As): 0.96, atom 5 (S): -0.14, atom 6 (S): -0.32, atom 7 (S): 0.19, atom 8 (S): -0.42, atom 9 (S): -0.57, atom 10 (N): -0.28, atom 11 (N): -0.54, atom 12 (N): -0.56, atom 13 (N): -0.55, atom 14 (N): -0.52, atom 15 (C): 0.09, atom 16 (C): 0.07, atom 17 (C): -0.22, atom 18 (C): -0.23, atom 19 (C): 0.35, atom 20 (C): 0.09, atom 21 (C): 0.05, atom 22 (C): -0.09, atom 23 (C): -0.14, atom 24 (C): -0.23, atom 25 (C): -0.09, atom 26 (C): -0.23, atom 27 (C): -0.17, atom 28 (C): -0.19, atom 29 (C): -0.20, atom 30 (C): -0.20, atom 31 (C): -0.23, atom 32 (C): -0.26, atom 33 (C): 0.06, atom 34 (H): 0.22, atom 35 (H): 0.25, atom 36 (H): 0.26, atom 37 (H): 0.26, atom 38 (H): 0.25, atom 39 (H): 0.22, atom 40 (H): 0.23, atom 41 (H): 0.44, atom 42 (H): 0.24, atom 43 (H): 0.23, atom 44 (H): 0.24, atom 45 (H): 0.47, atom 46 (H): 0.24, atom 47 (H): 0.24, atom 48 (H): 0.26, atom 49 (H): 0.24, atom 50 (H): 0.22, atom 51 (H): 0.26, atom 52 (H): 0.24

Computed, not measured: a 2-piece molecular cluster, C4H7NO3 overall, with ωB97M-V/def2-TZVPD.

The geometry in XYZ format:
```
15
Properties=species:S:1:pos:R:3
O 2.2919 1.0458 -0.7396
O 4.1799 0.3835 0.2378
O 2.3995 -0.9108 0.3408
N -0.0800 -0.7617 -0.5078
C -3.3018 0.6135 0.4049
C 2.8976 0.2328 -0.1056
C -2.2609 0.3007 -0.3596
C -1.1128 -0.4315 0.1418
H 4.4788 -0.3866 0.7425
H -4.1447 1.1655 0.0255
H 1.4249 -0.9919 0.0682
H -0.0611 -0.4529 -1.4785
H -3.3423 0.3272 1.4436
H -1.1447 -0.7297 1.1868
H -2.2246 0.5961 -1.4010
```

Properties
M	117.1	g/mol
HOMO-LUMO gap	10.418	eV
SMILES	[H]/N=C\C=C.O=C(O)O
lowest unoccupied orbital energy	0.1	eV
charge	0
electronic energy	-437.09419	hartree
E_HOMO	-10.3279	eV

For reference, the natural (NBO) charges in units of e are: atom 1 (O): -0.64, atom 2 (O): -0.68, atom 3 (O): -0.75, atom 4 (N): -0.63, atom 5 (C): -0.30, atom 6 (C): 0.98, atom 7 (C): -0.28, atom 8 (C): 0.14, atom 9 (H): 0.49, atom 10 (H): 0.21, atom 11 (H): 0.51, atom 12 (H): 0.36, atom 13 (H): 0.20, atom 14 (H): 0.17, atom 15 (H): 0.21

Computed, not measured: an isolated molecule of CH2OS in a non-equilibrium geometry, with ωB97M-V/def2-TZVPD.

The geometry in XYZ format:
```
5
Properties=species:S:1:pos:R:3
S 1.8398 -0.3830 -0.0193
O -0.7622 -0.5583 -0.0304
C 0.4044 0.1278 -0.0718
H 0.1526 1.1467 0.0568
H -1.6346 -0.3332 0.0647
```

Properties
M	62.1	g/mol
HOMO-LUMO gap	9.671	eV
SMILES	OC=S
lowest unoccupied orbital energy	0.5	eV
charge	0
electronic energy	-512.67764	hartree
E_HOMO	-9.1463	eV

For reference, the natural (NBO) charges in units of e are: atom 1 (S): 0.06, atom 2 (O): -0.71, atom 3 (C): -0.01, atom 4 (H): 0.15, atom 5 (H): 0.51

Which of these has the highest HOMO-LUMO gap?
C4H7NO3